1.
{
  "formula": "C4H8O2",
  "method": "wB97M-V/def2-TZVPD",
  "species": ["C", "O", "C", "C", "C", "O", "H", "H", "H", "H", "H", "H", "H", "H"],
  "coordinates": [[-0.7614, 0.2507, -2.0607], [0.0021, 0.0578, -0.8922], [-0.6644, 0.4655, 0.2806], [0.2133, 0.1795, 1.5211], [0.9834, -1.1113, 1.5716], [1.9907, -1.0847, 2.2460], [-0.1461, -0.0682, -2.9061], [-1.0326, 1.3084, -2.2058], [-1.6914, -0.3423, -2.0555], [-1.6299, -0.0832, 0.3490], [-0.9428, 1.5325, 0.2175], [-0.3977, 0.2963, 2.4240], [1.1420, 0.7114, 1.8203], [0.7237, -2.0127, 0.9944]],
  "nbo_charge": [-0.2488, -0.5427, -0.0572, -0.5590, 0.4385, -0.5358, 0.1987, 0.1668, 0.1651, 0.1643, 0.1762, 0.2398, 0.2633, 0.1309],
  "e_homo_ha": -0.3609,
  "smiles": "COCCC=O",
  "total_charge": 0,
  "gap_ev": 10.77
}

2.
{
  "formula": "C4H8O2",
  "method": "wB97M-V/def2-TZVPD",
  "species": ["C", "C", "O", "C", "C", "O", "H", "H", "H", "H", "H", "H", "H", "H"],
  "coordinates": [[1.4180, 0.2960, -0.3388], [0.1777, -0.4450, 0.1012], [0.3875, -1.8159, 0.3107], [-0.8566, 0.2324, 0.9811], [-1.1769, -0.1302, -0.4460], [-1.4402, 0.8209, -1.4308], [2.1837, 0.2739, 0.4473], [1.2215, 1.3498, -0.5648], [1.8353, -0.1802, -1.2315], [0.9231, -1.9063, 1.1105], [-1.3205, -0.3475, 1.7749], [-0.7081, 1.2861, 1.2107], [-1.8120, -0.9978, -0.5943], [-0.8327, 1.5638, -1.3302]],
  "nbo_charge": [-0.6265, 0.1997, -0.6960, -0.4909, 0.0869, -0.6868, 0.2115, 0.2011, 0.2260, 0.4653, 0.2276, 0.2135, 0.2037, 0.4648],
  "e_homo_ha": -0.3485,
  "smiles": "C[C@@]1(O)C[C@H]1O",
  "total_charge": 0,
  "gap_ev": 10.29
}

3.
{
  "formula": "C4H8O2",
  "method": "wB97M-V/def2-TZVPD",
  "species": ["C", "C", "O", "H", "H", "H", "H", "C", "C", "O", "H", "H", "H", "H"],
  "coordinates": [[-2.5554, -0.7213, -1.5932], [-1.1812, -1.3122, -1.7553], [-0.1908, -0.8303, -1.2724], [-2.5129, 0.2943, -1.9960], [-3.2712, -1.2952, -2.1735], [-2.8387, -0.6201, -0.5458], [-1.0646, -2.1904, -2.4155], [2.3991, 1.3998, 1.8101], [1.3305, 0.4162, 1.4699], [1.0765, -0.5228, 2.1876], [3.1341, 1.5238, 1.0150], [1.9747, 2.3762, 2.0583], [2.9370, 1.0038, 2.6745], [0.7629, 0.4781, 0.5364]],
  "nbo_charge": [-0.7293, 0.4464, -0.5296, 0.2427, 0.2185, 0.2476, 0.1065, -0.7254, 0.4211, -0.5312, 0.2298, 0.2328, 0.2321, 0.1379],
  "e_homo_ha": -0.3480,
  "smiles": "CC=O.CC=O",
  "total_charge": 0,
  "gap_ev": 10.48
}

4.
{
  "formula": "C4H8O2",
  "method": "wB97M-V/def2-TZVPD",
  "species": ["C", "C", "O", "C", "C", "O", "H", "H", "H", "H", "H", "H", "H", "H"],
  "coordinates": [[1.6959, 0.6274, -0.1658], [0.7164, -0.3838, 0.3958], [0.3185, 0.0454, 1.7181], [-0.7438, -0.4049, 0.0765], [-1.2800, 0.7750, -0.6039], [-2.6713, 0.9408, -0.4871], [1.3189, 1.6490, -0.0653], [1.8868, 0.4208, -1.2252], [2.6460, 0.5614, 0.3745], [1.1757, -1.3810, 0.4226], [-0.2786, -0.6692, 2.0125], [-0.9866, 0.5171, -1.6531], [-0.8070, 1.7411, -0.3867], [-3.0062, 0.0752, -0.2090]],
  "nbo_charge": [-0.6433, -0.0301, -0.6422, 0.0419, -0.2352, -0.7130, 0.2165, 0.2184, 0.2261, 0.1736, 0.4982, 0.2098, 0.2044, 0.4750],
  "e_homo_ha": -0.3271,
  "total_charge": 0,
  "gap_ev": 9.21
}

5.
{
  "formula": "C4H8O2",
  "method": "wB97M-V/def2-TZVPD",
  "species": ["C", "C", "C", "C", "O", "O", "H", "H", "H", "H", "H", "H", "H", "H"],
  "coordinates": [[-1.2261, 0.0160, 1.1997], [-1.2840, 1.0205, 0.1089], [-0.2465, 0.1924, -0.6312], [1.9937, -0.3769, -0.0225], [-0.6694, -0.6254, -1.6357], [1.0256, 0.5135, -0.6008], [-0.3051, -0.1216, 1.7571], [-2.1025, -0.6408, 1.1716], [-2.1626, 1.1335, -0.3338], [-0.9995, 2.0965, 0.3241], [2.6886, 0.3385, 0.2946], [2.3360, -0.9071, -0.8346], [1.5399, -1.0548, 0.6553], [-0.5881, -1.5844, -1.4528]],
  "nbo_charge": [-0.5352, -0.4763, 0.6185, -0.2449, -0.7166, -0.5169, 0.2049, 0.2057, 0.2171, 0.1928, 0.2017, 0.1771, 0.1855, 0.4867],
  "e_homo_ha": -0.2674,
  "total_charge": 0,
  "gap_ev": 8.07
}

6.
{
  "formula": "C4H8O2",
  "method": "wB97M-V/def2-TZVPD",
  "species": ["C", "C", "O", "C", "C", "O", "H", "H", "H", "H", "H", "H", "H", "H"],
  "coordinates": [[-0.8802, -0.8973, 0.2278], [-1.3415, 0.4302, 0.0276], [-0.3744, 1.3390, -0.4193], [0.8551, 1.1434, 0.2435], [1.3493, -0.2807, 0.0333], [0.3743, -1.2511, 0.4525], [-1.6002, -1.6394, 0.5610], [-0.9154, -1.4268, -1.4665], [-1.4258, -0.4854, -1.0468], [-2.1484, 0.8210, 0.6437], [0.7508, 1.3560, 1.3176], [1.5775, 1.8415, -0.1913], [2.2463, -0.4935, 0.6188], [1.5376, -0.4693, -1.0299]],
  "nbo_charge": [0.2338, -0.3160, -0.5080, -0.1001, -0.1117, -0.4663, 0.2346, -0.2676, 0.3058, 0.2103, 0.1746, 0.2011, 0.2049, 0.2044],
  "e_homo_ha": -0.2699,
  "total_charge": 0,
  "gap_ev": 8.28
}

7.
{
  "formula": "C4H8O2P",
  "method": "wB97M-V/def2-TZVPD",
  "species": ["C", "C", "C", "C", "O", "O", "P", "H", "H", "H", "H", "H", "H", "H", "H"],
  "coordinates": [[2.0804, -0.1038, -0.1104], [-0.9174, -0.5653, -1.1257], [-0.4590, -0.6830, 1.2918], [-0.1876, 0.1120, 0.0502], [2.5221, 0.9194, -0.5991], [2.4372, -1.2396, 0.1617], [-0.3229, 1.8545, 0.4290], [-1.9134, -1.0271, -0.8556], [-1.1070, 0.1079, -1.8875], [-0.4174, -1.4220, -1.5932], [-1.4276, -1.1726, 1.1844], [0.2537, -1.5374, 1.4873], [-0.4402, -0.0819, 2.2897], [-0.9807, 2.3610, -0.7269], [0.8798, 2.4778, 0.0044]],
  "nbo_charge": [0.9245, -0.6148, -0.6331, -0.5801, -0.6883, -0.6952, 0.2593, 0.1598, 0.1954, 0.2003, 0.1608, 0.2085, 0.1916, -0.0767, -0.0119],
  "e_homo_ha": -0.1072,
  "total_charge": -1,
  "gap_ev": 6.99
}

8.
{
  "formula": "C4H8O2S",
  "method": "wB97M-V/def2-TZVPD",
  "species": ["C", "C", "S", "C", "O", "C", "O", "H", "H", "H", "H", "H", "H", "H", "H"],
  "coordinates": [[-1.5923, 0.5720, -0.5385], [-0.3923, -0.0787, -0.9986], [0.2405, -0.0271, -2.5014], [0.3435, -0.8363, 0.1145], [-0.4934, -1.1813, 1.2024], [1.5458, 0.0056, 0.6289], [1.0838, 1.3231, 1.0144], [-2.3655, -0.1260, -0.2329], [-2.0650, 1.1903, -1.2766], [-1.2922, 1.2832, 0.2468], [0.8042, -1.7029, -0.3730], [-1.1495, -1.8570, 0.9886], [1.7980, -0.3873, 1.5786], [2.3974, 0.0424, -0.0379], [1.1368, 1.7800, 0.1846]],
  "nbo_charge": [-0.7188, -0.0398, 0.0163, -0.0182, -0.7138, -0.0794, -0.7074, 0.2403, 0.2296, 0.2666, 0.1943, 0.4784, 0.2018, 0.1910, 0.4590],
  "e_homo_ha": -0.3238,
  "smiles": "CC(=S)[C@H](O)CO",
  "total_charge": 0,
  "gap_ev": 8.60
}

9.
{
  "formula": "C4H8O2S",
  "method": "wB97M-V/def2-TZVPD",
  "species": ["C", "C", "O", "S", "H", "H", "H", "H", "C", "C", "O", "H", "H", "H", "H"],
  "coordinates": [[-3.1098, -0.3606, 0.0972], [-1.6224, -0.1914, 0.0279], [-0.8062, -1.0569, 0.2977], [-1.2768, 1.3706, -0.7265], [-3.3675, -0.0711, 1.2019], [-3.7824, 0.2220, -0.6136], [-3.3630, -1.5444, 0.0765], [0.0816, 1.2215, -1.0970], [2.5726, 0.7305, 0.7692], [2.8044, -0.0044, -0.3092], [2.0720, -0.9896, -0.7890], [1.7246, 0.5428, 1.3079], [3.2048, 1.4363, 1.1521], [3.6047, -0.0138, -1.0063], [1.2632, -1.2914, -0.3887]],
  "nbo_charge": [-0.7520, 0.4220, -0.5807, -0.0348, 0.2555, 0.2557, 0.2594, 0.1769, -0.5640, 0.1804, -0.7032, 0.1933, 0.2055, 0.1778, 0.5081],
  "e_homo_ha": -0.3224,
  "smiles": "CC(=O)S.C=CO",
  "total_charge": 0,
  "gap_ev": 9.30
}

10.
{
  "formula": "C4H8O2S",
  "method": "wB97M-V/def2-TZVPD",
  "species": ["C", "C", "C", "C", "O", "O", "S", "H", "H", "H", "H", "H", "H", "H", "H"],
  "coordinates": [[2.3859, 0.8934, 0.7369], [1.3425, -0.2488, -0.9878], [-1.5565, -0.2690, -0.4622], [-2.7492, -0.6591, 0.2911], [1.1628, 0.6560, 1.4339], [2.4658, -0.0093, -0.3909], [-0.0793, -0.3857, 0.3448], [2.2521, 2.0300, 0.3886], [3.2349, 0.8630, 1.4241], [1.0695, 0.5705, -1.6322], [1.4374, -1.3144, -1.3057], [-1.7777, 0.3673, -1.2934], [-3.2727, -1.6082, -0.1754], [-3.4910, 0.0144, 0.3495], [-2.4244, -0.9003, 1.2788]],
  "nbo_charge": [0.2091, -0.1198, -0.4513, -0.6422, -0.7826, -0.5276, 0.7518, 0.1206, 0.1839, 0.1792, 0.2189, 0.2041, 0.2197, 0.2120, 0.2244],
  "e_homo_ha": -0.3160,
  "total_charge": 0,
  "gap_ev": 8.93
}

11.
{
  "formula": "C4H8O2Se",
  "method": "wB97M-V/def2-TZVPD",
  "species": ["C", "C", "C", "C", "O", "O", "Se", "H", "H", "H", "H", "H", "H", "H", "H"],
  "coordinates": [[-0.8433, 0.8364, -0.7663], [-0.8745, 1.1253, 0.7358], [0.2528, -0.0678, -1.1677], [0.0962, -1.6108, 0.8997], [1.5231, 0.3270, -0.8236], [1.4046, -1.4849, 1.2015], [-1.2145, -0.5479, 1.7605], [-1.7899, 0.3940, -1.0781], [-0.7230, 1.8069, -1.2604], [0.0621, 1.5685, 1.0816], [-1.6950, 1.7954, 0.9898], [0.1381, -0.7291, -2.0117], [-0.1992, -2.6396, 0.7327], [2.1717, -0.2013, -1.2961], [1.6909, -0.5723, 1.0024]],
  "nbo_charge": [-0.5123, -0.5422, 0.1316, -0.1382, -0.7160, -0.7093, 0.2406, 0.2329, 0.2261, 0.2130, 0.2274, 0.1809, 0.1826, 0.4949, 0.4880],
  "e_homo_ha": [-0.2663, -0.2629],
  "total_charge": 0,
  "gap_ev": [7.85, 7.78]
}

12.
{
  "formula": "C4H8O3",
  "method": "wB97M-V/def2-TZVPD",
  "species": ["O", "C", "C", "O", "C", "C", "O", "H", "H", "H", "H", "H", "H", "H", "H"],
  "coordinates": [[-1.0813, 0.5157, -0.9058], [0.0030, 0.7026, -0.3768], [0.1273, 1.8910, 0.5382], [-0.9671, 2.7197, 0.3349], [1.0891, -0.3250, -0.4519], [0.5416, -1.6475, 0.0906], [0.1989, -1.5340, 1.4596], [0.1189, 1.3639, 1.5141], [1.0833, 2.4314, 0.4834], [-1.5475, 2.1522, -0.2176], [1.3623, -0.4317, -1.5072], [1.9707, -0.0113, 0.1170], [-0.3224, -1.9491, -0.5151], [1.3109, -2.4193, 0.0163], [-0.7219, -1.2512, 1.5236]],
  "nbo_charge": [-0.5833, 0.5819, -0.1685, -0.7081, -0.5351, -0.0534, -0.7206, 0.1927, 0.1995, 0.4867, 0.2454, 0.2214, 0.1840, 0.1848, 0.4728],
  "e_homo_ha": -0.3781,
  "smiles": "O=C(CO)CCO",
  "total_charge": 0,
  "gap_ev": 11.04
}

Q: Which M values were calculated for the entries above? A: 88.1 88.1 88.1 88.1 88.1 88.1 119.1 120.2 120.2 120.2 167.1 104.1, in g/mol.
Q: Which energy relative to the best compared isomer or geometry (same formula, charge and spin) values were calculated for the entries above? A: 2.148 1.872 1.619 4.619 4.749 6.600 2.583 1.719 2.174 4.763 2.814 1.412, in eV.